Entry 1:
The following is a DFT calculation (the ωB97M-V functional and the def2-TZVPD basis) of an isolated molecule of C5H10O2.

**SMILES string**: OC[C@H]1CCCO1
**DFT total energy**: -9440.042 eV

Cartesian coordinates (Å):
O1 2.722 -0.155 -0.558
C1 1.716 -0.711 0.237
C2 0.309 -0.470 -0.699
C3 -0.948 -0.928 0.060
C4 -1.816 0.328 0.316
C5 -0.777 1.424 0.085
O2 0.143 0.915 -0.893
H1 2.329 0.692 -0.813
H2 1.741 -0.241 1.267
H3 2.007 -1.767 0.446
H4 0.558 -0.977 -1.632
H5 -0.148 -1.109 0.781
H6 -1.499 -1.823 -0.265
H7 -2.239 0.377 1.329
H8 -2.673 0.449 -0.370
H9 -0.248 1.638 1.025
H10 -1.176 2.359 -0.317

Atomic partial charges in e from the natural (NBO) method, atoms 1 to 4:
1. O -0.717
2. C -0.128
3. C 0.098
4. C -0.486



Entry 2:
The following is a DFT calculation (the ωB97M-V functional and the def2-TZVPD basis) of a structure of composition C61H71AuClFGeN4O3S3Si3.

**Expectation value of S²**: 0.757
**Charge**: +1
**DFT total energy**: -208087.420 eV
**Multiplicity**: 2

Cartesian coordinates (Å):
Au1 0.905 -0.873 0.284
N1 -1.373 -1.451 0.293
S1 -2.286 -1.556 -0.844
N2 -2.318 -0.421 -2.027
S2 -2.411 1.098 -1.717
N3 -2.434 1.590 -0.255
S3 -1.026 1.967 0.554
N4 0.221 1.243 0.413
C1 -0.851 3.684 0.109
C2 -1.928 4.566 0.126
C3 -1.719 5.881 -0.249
C4 -0.450 6.294 -0.652
C5 0.606 5.396 -0.689
C6 0.412 4.075 -0.301
C7 -1.776 1.976 2.176
C8 -2.342 0.772 2.591
C9 -2.907 0.702 3.853
C10 -2.892 1.812 4.694
C11 -2.307 2.996 4.273
C12 -1.742 3.087 3.005
C13 -1.208 1.915 -2.700
C14 0.010 1.287 -2.888
C15 1.030 1.995 -3.510
C16 0.804 3.295 -3.937
C17 -0.434 3.907 -3.746
C18 -1.456 3.225 -3.114
C19 -3.938 1.673 -2.380
C20 -4.818 2.385 -1.585
C21 -6.009 2.821 -2.150
C22 -6.290 2.545 -3.481
C23 -5.394 1.816 -4.259
C24 -4.205 1.371 -3.711
C25 -4.000 -1.641 -0.310
C26 -5.061 -1.116 -1.035
C27 -6.347 -1.195 -0.514
C28 -6.568 -1.799 0.714
C29 -5.503 -2.338 1.426
C30 -4.217 -2.256 0.915
C31 -2.154 -2.979 -1.894
C32 -3.064 -3.230 -2.919
C33 -2.954 -4.412 -3.628
C34 -1.944 -5.320 -3.315
C35 -1.040 -5.047 -2.301
C36 -1.146 -3.868 -1.570
H1 -2.913 4.222 0.416
H2 -2.538 6.589 -0.223
H3 -0.290 7.326 -0.939
H4 1.585 5.719 -1.021
H5 1.211 3.342 -0.317
H6 -2.323 -0.082 1.918
H7 -3.369 -0.224 4.182
H8 -3.332 1.752 5.681
H9 -2.293 3.858 4.928
H10 -1.267 4.004 2.686
H11 0.186 0.279 -2.548
H12 1.986 1.509 -3.656
H13 1.602 3.843 -4.423
H14 -0.601 4.922 -4.085
H15 -2.417 3.697 -2.950
H16 -4.572 2.574 -0.549
H17 -6.717 3.377 -1.550
H18 -7.215 2.898 -3.919
H19 -5.624 1.597 -5.293
H20 -3.497 0.796 -4.296
H21 -4.890 -0.647 -1.994
H22 -7.177 -0.784 -1.075
H23 -7.570 -1.849 1.120
H24 -5.678 -2.820 2.381
H25 -3.365 -2.646 1.459
H26 -3.835 -2.512 -3.164
H27 -3.653 -4.629 -4.425
H28 -1.866 -6.246 -3.870
H29 -0.246 -5.746 -2.074
H30 -0.439 -3.619 -0.791
C37 5.959 1.031 1.443
Si1 4.548 0.321 0.453
C38 3.781 1.616 -0.663
C39 5.164 -1.122 -0.558
Ge1 2.794 -0.455 1.855
Si2 3.545 -2.462 2.884
C40 5.236 -2.211 3.634
C41 2.418 -3.108 4.250
C42 3.646 -3.755 1.540
Si3 2.591 1.300 3.459
C43 1.148 0.872 4.608
C44 2.165 2.955 2.711
C45 4.078 1.507 4.569
H31 6.809 1.257 0.790
H32 6.298 0.326 2.206
H33 5.669 1.959 1.941
H34 4.343 1.722 -1.597
H35 3.737 2.594 -0.173
H36 2.767 1.296 -0.914
H37 5.763 -0.782 -1.410
H38 4.305 -1.675 -0.943
H39 5.776 -1.801 0.042
H40 5.242 -1.414 4.381
H41 5.967 -1.957 2.862
H42 5.572 -3.131 4.126
H43 2.206 -2.336 4.998
H44 2.892 -3.950 4.763
H45 1.466 -3.471 3.846
H46 4.549 -3.601 0.945
H47 2.793 -3.674 0.860
H48 3.677 -4.772 1.944
H49 0.258 0.638 4.009
H50 0.893 1.698 5.281
H51 1.419 0.005 5.222
H52 1.263 2.850 2.105
H53 2.960 3.332 2.059
H54 1.983 3.699 3.494
H55 4.426 0.552 4.971
H56 3.795 2.143 5.415
H57 4.919 1.978 4.059
F1 -3.878 -2.833 7.274
C46 -3.079 -2.741 6.227
C47 -2.001 -1.854 6.299
C48 -1.192 -1.750 5.204
C49 -1.448 -2.539 4.041
C50 -0.654 -2.417 2.939
C51 -2.554 -3.448 4.031
C52 -3.374 -3.546 5.113
H58 -1.834 -1.281 7.201
H59 -0.351 -1.070 5.200
H60 -0.827 -2.996 2.037
H61 0.177 -1.712 2.894
H62 -2.727 -4.060 3.154
H63 -4.219 -4.219 5.146
C53 1.495 -0.397 -6.498
C54 2.842 -0.336 -5.833
C55 3.803 0.585 -6.220
C56 5.031 0.637 -5.578
Cl1 6.218 1.807 -6.090
C57 5.316 -0.224 -4.536
C58 4.362 -1.151 -4.136
C59 3.139 -1.210 -4.785
O1 2.148 -2.100 -4.489
C60 2.219 -2.874 -3.308
C61 1.983 -2.067 -2.043
O2 1.566 -2.735 -1.044
O3 2.184 -0.845 -2.048
H64 1.374 0.432 -7.196
H65 0.695 -0.352 -5.755
H66 1.368 -1.333 -7.044
H67 3.590 1.278 -7.026
H68 6.274 -0.173 -4.035
H69 4.581 -1.799 -3.300
H70 3.169 -3.411 -3.220
H71 1.426 -3.612 -3.401

Atomic partial charges in e from the Löwdin method, atoms 1 to 4:
1. Au 0.673
2. N -0.350
3. S 0.743
4. N -0.341



Entry 3:
The following is a DFT calculation (the ωB97M-V functional and the def2-TZVPD basis) of a structure of composition C3H2CoFLiO2.

**Expectation value of S²**: 6.013
**Charge**: +3
**DFT total energy**: -47746.433 eV
**Multiplicity**: 5

Cartesian coordinates (Å):
O1 -0.296 -0.824 -0.008
C1 -0.934 0.183 0.506
O2 -1.976 0.469 -0.177
Li1 -2.143 -1.224 -1.207
Co1 -1.830 2.031 0.919
C2 1.296 -0.639 0.209
C3 1.550 0.754 -0.003
H1 1.894 -1.264 -0.469
H2 1.409 -0.851 1.283
F1 1.030 1.365 -1.051

Atomic partial charges in e from the natural (NBO) method, atoms 1 to 4:
1. O -0.486
2. C 0.360
3. O -0.767
4. Li 0.982



Entry 4:
The following is a DFT calculation (the ωB97M-V functional and the def2-TZVPD basis) of an isolated molecule of C4H8O3.

**SMILES string**: C[C@@H](O)COC=O
**DFT total energy**: -10419.855 eV

Cartesian coordinates (Å):
C1 -0.561 1.126 -0.699
C2 -0.599 0.318 0.587
O1 -1.950 0.269 1.030
C3 -0.100 -1.126 0.382
O2 0.803 -1.271 -0.727
C4 1.900 -0.516 -0.721
O3 2.287 0.175 0.186
H1 -1.054 0.592 -1.518
H2 0.474 1.343 -0.973
H3 -1.061 2.082 -0.542
H4 0.028 0.818 1.335
H5 -1.956 0.059 1.971
H6 -0.958 -1.743 0.106
H7 0.362 -1.533 1.289
H8 2.385 -0.593 -1.704

Atomic partial charges in e from the natural (NBO) method, atoms 1 to 4:
1. C -0.629
2. C 0.064
3. O -0.718
4. C -0.107



Entry 5:
The following is a DFT calculation (the ωB97M-V functional and the def2-TZVPD basis) of a cluster of 2 separate species, C4H8O3 in total.

**SMILES string**: OC[C@H]1CO1.C=O
**DFT total energy**: -10417.702 eV

Cartesian coordinates (Å):
O1 2.126 -0.117 0.566
C1 1.104 -0.907 0.012
C2 0.298 -0.124 -1.003
C3 0.130 1.318 -0.870
O2 1.091 0.772 -1.780
H1 2.518 0.353 -0.188
H2 0.462 -1.238 0.836
H3 1.509 -1.811 -0.470
H4 -0.451 -0.684 -1.563
H5 0.557 1.823 -0.005
H6 -0.725 1.801 -1.338
C4 -2.155 -0.298 1.457
O3 -2.476 -0.004 0.334
H7 -2.479 0.287 2.338
H8 -1.508 -1.171 1.674

Atomic partial charges in e from the natural (NBO) method, atoms 1 to 4:
1. O -0.715
2. C -0.081
3. C 0.024
4. C -0.116



Entry 6:
The following is a DFT calculation (the ωB97M-V functional and the def2-TZVPD basis) of a cluster of 8 separate species, C19H50Cl4O6S6 in total.

**DFT total energy**: -147893.392 eV

Cartesian coordinates (Å):
C1 -17.406 3.396 26.247
S1 -15.741 4.056 26.285
O1 -15.743 5.125 25.226
C2 -15.756 4.848 27.948
H1 -17.755 3.089 25.263
H2 -18.111 4.219 26.416
H3 -17.547 2.641 27.020
H4 -16.663 5.449 28.022
H5 -14.866 5.470 27.988
H6 -15.764 4.115 28.752
C3 -24.004 -0.541 30.278
S2 -22.846 -0.281 28.897
O2 -23.231 1.064 28.346
C4 -21.317 0.017 29.803
H7 -24.938 -0.687 29.736
H8 -24.050 0.389 30.842
H9 -23.676 -1.396 30.865
H10 -20.536 0.299 29.108
H11 -20.995 -0.871 30.358
H12 -21.452 0.696 30.647
C5 -26.597 -3.645 24.558
S3 -25.637 -2.245 25.166
O3 -26.421 -1.761 26.353
C6 -24.181 -3.175 25.711
H13 -26.132 -4.201 23.737
H14 -27.574 -3.442 24.116
H15 -26.797 -4.356 25.361
H16 -23.666 -2.559 26.453
H17 -23.533 -3.203 24.834
H18 -24.279 -4.133 26.221
C7 -16.938 2.034 19.684
S4 -18.260 1.023 20.460
O4 -17.553 0.577 21.720
C8 -19.244 2.456 20.905
H19 -17.195 2.466 18.711
H20 -16.235 1.238 19.437
H21 -16.585 2.866 20.286
H22 -18.685 3.151 21.534
H23 -20.091 2.048 21.454
H24 -19.498 3.072 20.042
C9 -14.516 2.873 23.378
S5 -14.432 1.074 23.232
O5 -13.118 0.625 23.828
C10 -15.594 0.729 24.621
H25 -14.008 3.350 22.538
H26 -14.014 3.151 24.303
H27 -15.521 3.293 23.343
H28 -15.292 1.388 25.438
H29 -15.402 -0.257 25.043
H30 -16.651 0.844 24.393
C11 -25.642 1.425 25.363
S6 -25.170 2.642 24.120
O6 -25.773 3.905 24.709
C12 -23.333 2.611 24.320
H31 -25.566 1.994 26.283
H32 -25.082 0.496 25.304
H33 -26.698 1.155 25.311
H34 -22.920 3.474 23.803
H35 -22.902 1.711 23.879
H36 -23.059 2.551 25.375
C13 -20.005 -0.135 24.804
Cl1 -18.570 -0.983 24.197
Cl2 -19.777 -0.101 26.583
Cl3 -20.054 1.552 24.260
Cl4 -21.403 -1.106 24.320
C14 -17.769 -4.011 31.083
C15 -16.951 -4.366 29.816
C16 -16.937 -3.259 28.744
C17 -18.140 -3.299 27.822
C18 -18.066 -4.396 26.795
C19 -19.238 -4.342 25.834
H37 -18.792 -3.687 30.878
H38 -17.299 -3.181 31.613
H39 -17.823 -4.863 31.761
H40 -15.925 -4.474 30.179
H41 -17.213 -5.359 29.453
H42 -15.999 -3.475 28.222
H43 -16.832 -2.281 29.219
H44 -19.011 -3.351 28.485
H45 -18.095 -2.309 27.358
H46 -17.100 -4.240 26.303
H47 -18.026 -5.399 27.225
H48 -19.054 -4.991 24.974
H49 -20.161 -4.631 26.335
H50 -19.293 -3.352 25.379

Atomic partial charges in e from the Löwdin method, atoms 1 to 4:
1. C -0.281
2. S 0.799
3. O -0.545
4. C -0.234



Entry 7:
The following is a DFT calculation (the ωB97M-V functional and the def2-TZVPD basis) of a structure of composition C12H32AsBaF6N2O9P.

**Charge**: -2
**DFT total energy**: -121493.566 eV

Cartesian coordinates (Å):
Ba1 -4.602 0.464 -1.407
O1 -9.475 0.872 -2.358
H1 -9.874 0.178 -2.918
O2 -4.814 5.147 -2.784
H2 -4.482 5.382 -3.672
O3 -6.662 2.788 3.036
H3 -6.103 2.494 3.782
As1 -5.262 -3.563 -7.425
F1 -5.780 -5.193 -7.702
F2 -3.598 -3.991 -7.163
F3 -4.827 -1.886 -7.066
F4 -6.954 -3.046 -7.421
F5 -5.459 -3.728 -5.599
F6 -5.093 -3.166 -9.213
C1 -3.149 -4.873 2.391
O4 -3.896 -4.260 1.643
N1 -1.948 -5.220 2.002
C2 -0.976 -5.750 2.932
C3 -1.434 -5.228 0.660
H4 -3.405 -5.086 3.441
H5 -0.204 -4.981 2.936
H6 -0.440 -6.648 2.625
H7 -1.376 -5.765 3.946
H8 -1.053 -6.212 0.387
H9 -2.215 -4.929 -0.039
H10 -0.662 -4.502 0.407
C4 2.051 0.474 -5.743
O5 1.248 0.573 -4.831
N2 3.293 0.855 -5.665
C5 4.227 0.771 -6.739
C6 3.934 1.587 -4.502
H11 1.809 0.055 -6.732
H12 5.165 0.420 -6.309
H13 4.206 1.791 -7.125
H14 3.901 -0.012 -7.423
H15 4.094 2.647 -4.700
H16 3.283 1.524 -3.630
H17 4.917 1.182 -4.263
C7 1.251 5.114 1.470
C8 0.924 4.158 2.665
O6 2.018 3.258 2.610
P1 1.940 1.737 3.233
O7 1.013 0.912 2.433
O8 3.451 1.055 3.176
C9 4.527 1.452 4.022
C10 5.931 0.933 3.681
O9 1.630 1.996 4.799
C11 0.859 1.023 5.462
C12 0.965 1.413 6.925
H18 1.697 4.532 0.663
H19 0.374 5.658 1.119
H20 1.846 5.950 1.840
H21 1.011 4.655 3.631
H22 0.085 3.483 2.495
H23 4.545 2.541 3.998
H24 4.260 1.106 5.021
H25 6.635 1.555 4.234
H26 6.121 -0.099 3.975
H27 6.155 1.027 2.618
H28 -0.168 0.969 5.101
H29 1.261 0.026 5.282
H30 2.036 1.380 7.124
H31 0.632 2.430 7.134
H32 0.617 0.575 7.529

Atomic partial charges in e from the natural (NBO) method, atoms 1 to 4:
1. Ba 1.645
2. O -1.233
3. H 0.386
4. O -1.276



Entry 8:
The following is a DFT calculation (the ωB97M-V functional and the def2-TZVPD basis) of a structure of composition C27H48MgN12O2S2.

**Charge**: +2
**DFT total energy**: -77862.201 eV

Cartesian coordinates (Å):
Mg1 0.418 -1.469 0.678
C1 2.053 -0.091 -2.256
N1 3.043 -0.949 -1.672
C2 4.237 -1.313 -2.416
C3 5.013 -2.114 -1.380
N2 4.428 -1.675 -0.104
C4 4.727 -2.539 1.035
C5 3.219 -1.103 -0.340
N3 2.288 -0.728 0.513
C6 2.593 -0.664 1.953
C7 1.500 0.148 2.643
N4 0.176 -0.497 2.466
C8 -0.651 -0.522 3.482
N5 -1.721 -1.365 3.547
C9 -1.870 -2.610 2.823
C10 -2.414 -1.255 4.829
C11 -1.709 -0.085 5.519
N6 -0.660 0.285 4.571
C12 -0.087 1.616 4.685
H1 2.424 0.932 -2.388
H2 1.180 -0.067 -1.611
H3 1.760 -0.493 -3.228
H4 4.777 -0.417 -2.737
H5 3.984 -1.904 -3.296
H6 6.082 -1.918 -1.397
H7 4.842 -3.186 -1.503
H8 5.719 -2.954 0.873
H9 4.011 -3.361 1.106
H10 4.756 -1.990 1.968
H11 3.543 -0.156 2.130
H12 2.630 -1.652 2.420
H13 1.507 1.146 2.194
H14 1.770 0.244 3.694
H15 -1.064 -2.761 2.110
H16 -2.828 -2.638 2.300
H17 -1.831 -3.454 3.516
H18 -2.300 -2.185 5.388
H19 -3.480 -1.079 4.681
H20 -1.283 -0.363 6.483
H21 -2.377 0.763 5.676
H22 -0.856 2.289 5.070
H23 0.226 1.991 3.716
H24 0.760 1.640 5.370
N7 -1.045 1.109 -2.296
C13 -2.342 1.855 -2.178
C14 -3.348 1.001 -1.423
C15 -2.994 0.778 0.041
N8 -1.931 -0.246 0.174
C16 -2.599 2.081 0.727
C17 -1.582 2.930 -0.033
N9 -0.255 2.271 -0.069
C18 -2.047 3.168 -1.470
H25 -1.157 0.071 -2.375
H26 -0.516 1.325 -1.421
H27 -0.494 1.449 -3.083
H28 -2.720 2.035 -3.184
H29 -3.486 0.041 -1.927
H30 -4.307 1.521 -1.475
H31 -3.903 0.421 0.538
H32 -2.219 -1.080 -0.338
H33 -1.917 -0.505 1.159
H34 -2.235 1.873 1.739
H35 -3.507 2.678 0.844
H36 -1.518 3.899 0.469
H37 -0.097 1.728 0.772
H38 0.487 2.957 -0.138
H39 -1.297 3.744 -2.020
H40 -2.959 3.767 -1.466
N10 -1.164 -9.358 -0.048
C19 -0.698 -8.084 -0.081
C20 0.550 -7.793 -0.657
C21 1.012 -6.498 -0.711
C22 0.232 -5.466 -0.191
C23 -1.015 -5.736 0.377
C24 -1.478 -7.026 0.427
S1 0.854 -3.855 -0.180
O1 0.885 -3.356 1.218
O2 2.119 -3.848 -0.870
N11 -0.200 -2.791 -0.805
C25 -0.383 -2.766 -2.177
S2 0.125 -4.014 -3.271
C26 -0.567 -3.140 -4.576
C27 -1.126 -2.003 -4.118
N12 -1.016 -1.778 -2.760
H41 -0.555 -10.122 -0.280
H42 -1.985 -9.581 0.485
H43 1.147 -8.597 -1.066
H44 1.971 -6.275 -1.155
H45 -1.625 -4.927 0.760
H46 -2.451 -7.239 0.851
H47 -0.526 -3.514 -5.585
H48 -1.641 -1.278 -4.732

Atomic partial charges in e from the Löwdin method, atoms 1 to 4:
1. Mg 0.588
2. C -0.034
3. N -0.089
4. C -0.091



Entry 9:
The following is a DFT calculation (the ωB97M-V functional and the def2-TZVPD basis) of a cluster of 11 separate species, C3H24O12S in total.

**Charge**: -2
**DFT total energy**: -38905.954 eV

Cartesian coordinates (Å):
O1 -0.961 -0.624 -0.234
C1 -0.876 -0.165 -1.441
O2 -1.868 -0.509 -2.166
C2 0.226 0.846 -1.653
C3 0.249 1.566 -3.079
S1 1.968 2.109 -3.265
H1 1.187 0.511 -1.320
H2 -0.012 1.747 -1.039
H3 0.028 1.010 -3.872
H4 -0.485 2.467 -3.109
H5 2.028 0.227 3.429
H6 2.347 -1.149 2.770
O3 2.453 -0.644 3.540
H7 2.444 2.137 -1.456
H8 2.624 3.068 -0.461
O4 2.823 2.103 -0.385
H9 1.860 -0.307 0.066
H10 0.459 -0.849 0.232
O5 1.390 -0.606 0.810
H11 -1.613 1.142 2.202
H12 -1.895 0.436 0.902
O6 -2.234 0.653 1.770
H13 -0.531 -3.232 2.373
H14 0.642 -2.267 2.391
O7 0.332 -3.018 2.692
H15 -2.461 -3.345 0.112
H16 -2.604 -2.567 -1.165
O8 -2.879 -3.392 -0.680
H17 -0.026 -2.413 -2.880
H18 -1.449 -2.070 -3.219
O9 -0.623 -2.661 -3.552
H19 0.021 2.112 0.693
H20 0.686 0.857 1.465
O10 0.166 1.723 1.587
H21 0.844 3.266 1.593
H22 0.252 4.273 0.695
O11 0.961 4.107 1.161
H23 -2.233 -2.082 2.203
H24 -1.433 -1.888 0.835
O12 -1.808 -2.574 1.456

Atomic partial charges in e from the natural (NBO) method, atoms 1 to 4:
1. O -0.861
2. C 0.796
3. O -0.744
4. C -0.527



Entry 10:
The following is a DFT calculation (the ωB97M-V functional and the def2-TZVPD basis) of an isolated molecule of C4H4OS.

**Expectation value of S²**: 2.007
**DFT total energy**: -17091.054 eV
**Multiplicity**: 3

Cartesian coordinates (Å):
C1 -0.823 0.466 0.413
C2 0.449 0.855 0.244
C3 -1.266 -0.713 -0.242
C4 1.469 -0.035 -0.197
O1 -2.437 -1.005 -0.372
S1 1.920 -1.367 0.519
H1 -1.685 1.007 0.841
H2 0.756 1.929 0.635
H3 -0.338 -1.262 -0.635
H4 1.955 0.127 -1.206

Atomic partial charges in e from the natural (NBO) method, atoms 1 to 4:
1. C -0.315
2. C -0.145
3. C 0.376
4. C -0.655



Q: Among the records above, which one has the highest DFT total energy?
A: C5H10O2